Model 1:
33
Properties=species:S:1:pos:R:3:nbo_charge:R:1 method="wB97M-V/def2-TZVPD" charge=0 smiles="C[C@@H](CS)NC(N)=O.O.O.O.O.O" homo_energy_ev=-9.1 lumo_ha=0.0116 orbital_gap_ev=9.465
C -1.786 1.922 -1.214 -0.6307
C -1.058 1.156 -0.118 -0.0733
C -1.035 2.014 1.164 -0.4999
S -0.152 1.101 2.511 -0.0790
N -1.565 -0.179 0.114 -0.6675
C -0.666 -1.219 0.132 0.8037
N -1.065 -2.409 0.710 -0.8585
O 0.485 -1.071 -0.257 -0.7107
H -1.916 1.405 -2.167 0.2223
H -2.877 1.940 -1.076 0.2056
H -1.233 2.850 -1.341 0.2403
H 0.001 1.048 -0.472 0.2268
H -2.081 2.127 1.457 0.2046
H -0.619 3.024 0.978 0.2387
H -0.365 1.960 3.514 0.1338
H -2.537 -0.348 -0.112 0.4187
H -1.689 -2.199 1.500 0.3893
H -0.331 -3.063 0.988 0.4287
H -2.562 -2.614 -1.604 0.4797
H -2.853 -1.656 -2.774 0.4725
O -3.263 -2.108 -2.031 -0.9507
H 2.077 -1.201 -3.955 0.4729
H 2.182 -1.416 -2.391 0.4717
O 1.923 -0.815 -3.092 -0.9432
H 3.413 -0.247 -0.524 0.4687
H 2.369 0.447 0.334 0.4830
O 3.273 0.547 0.003 -0.9485
H 2.437 -2.620 1.921 0.4785
H 2.124 -2.446 0.396 0.4867
O 1.950 -2.998 1.170 -0.9629
H 1.891 2.341 -0.579 0.4709
H 2.696 3.494 -0.672 0.4697
O 1.757 3.279 -0.788 -0.9416

Model 2:
33
Properties=species:S:1:pos:R:3:nbo_charge:R:1 method="wB97M-V/def2-TZVPD" charge=0 homo_energy_ev=-7.1 lumo_ha=0.0136 orbital_gap_ev=7.464
O -1.364 0.736 -0.091 -0.8548
C -0.673 0.862 0.924 0.5806
N -1.145 0.760 2.196 -0.6406
C -0.476 0.053 3.380 -0.2301
C -0.742 -1.372 3.645 -0.4876
S -0.954 -2.672 2.288 -0.0982
C 0.651 1.371 0.699 -0.4697
N 1.093 1.165 -0.672 -0.7075
H -2.157 0.658 2.140 0.3777
H 0.620 0.381 3.234 0.2278
H -0.969 0.725 4.143 0.2210
H -1.582 -1.511 4.272 0.2161
H 0.105 -1.731 3.995 0.2214
H -1.208 -1.996 1.159 0.1326
H 1.376 1.898 1.298 0.2075
H 0.290 1.087 -1.441 0.4709
H 1.755 1.882 -1.004 0.4118
H 1.599 0.275 -0.659 0.4455
H -1.508 0.472 -1.910 0.4965
H -2.080 1.090 -3.216 0.5130
O -1.400 0.456 -2.869 -1.0075
H -0.632 -0.930 -1.216 0.4739
H -0.162 -0.843 -2.660 0.5164
O 0.185 -1.030 -1.672 -1.0065
H 2.718 -1.051 -1.372 0.5000
H 4.310 -1.175 -1.212 0.4812
O 3.571 -0.534 -0.981 -1.0041
H -2.299 1.958 -1.115 0.5038
H -1.584 3.316 -1.453 0.4749
O -2.196 2.651 -1.880 -0.9949
H 1.546 -2.258 -3.459 0.4870
H 1.390 -2.555 -1.955 0.4875
O 1.922 -2.136 -2.537 -0.9456

Model 3:
33
Properties=species:S:1:pos:R:3:nbo_charge:R:1 method="wB97M-V/def2-TZVPD" charge=0 smiles="NCC(=O)NCCS.O.O.O.O.O" homo_energy_ev=-9.4 lumo_ha=0.0090 orbital_gap_ev=9.672
O -1.125 -0.875 -0.947 -0.7228
C -0.110 -0.684 -0.238 0.6622
N -0.326 0.170 0.803 -0.6014
C 0.685 0.439 1.842 -0.2712
C 1.273 -0.829 2.527 -0.5366
S 0.110 -1.390 3.815 -0.0626
C 1.119 -1.433 -0.568 -0.3291
N 1.649 -1.334 -1.952 -0.8099
H -1.226 0.546 1.022 0.4177
H 0.094 1.083 2.540 0.2154
H 1.558 0.985 1.393 0.2556
H 2.266 -0.622 2.965 0.2417
H 1.353 -1.679 1.856 0.2237
H -0.399 -2.478 3.110 0.1316
H 0.866 -2.479 -0.328 0.2288
H 1.982 -1.134 0.034 0.2170
H 0.873 -1.395 -2.604 0.3636
H 2.190 -0.494 -2.120 0.3664
H 3.221 2.933 1.107 0.4754
H 2.860 1.890 0.038 0.4973
O 3.225 1.983 0.939 -0.9685
H -4.140 -0.175 -1.798 0.4945
H -2.691 -0.803 -2.019 0.5029
O -3.443 -0.370 -2.437 -0.9788
H -0.750 0.282 -2.452 0.4611
H -2.148 0.879 -2.655 0.5081
O -1.231 1.103 -2.335 -0.9945
H 0.497 1.710 -0.985 0.5031
H 1.484 2.160 -2.019 0.4801
O 1.340 2.201 -1.066 -0.9694
H -3.971 0.020 1.570 0.4720
H -3.126 -0.328 0.354 0.4774
O -3.957 0.115 0.607 -0.9508

Least stable: model 2

Model 1:
80
Properties=species:S:1:pos:R:3:mulliken_charge:R:1 method="wB97M-V/def2-TZVPD" charge=+3 homo_energy_ev=-17.0 lumo_ha=-0.3502 orbital_gap_ev=7.455
Zr 10.543 13.546 9.326 -0.1393
C 11.995 14.666 6.599 -0.6368
C 11.143 15.849 6.925 -0.6244
N 10.582 15.610 8.291 0.0553
C 9.096 16.020 8.271 -0.7115
C 8.324 14.991 7.499 -0.7766
N 8.759 13.598 7.928 0.0004
C 8.899 12.639 6.790 -0.9036
C 10.102 13.111 5.936 -0.6502
N 11.194 13.448 6.920 -0.4787
H 12.924 14.628 7.181 0.3116
H 12.205 14.587 5.513 0.5646
H 10.288 16.064 6.241 0.2785
H 11.729 16.818 6.985 0.4388
H 11.029 16.258 8.938 0.1476
H 9.026 16.975 7.740 0.5668
H 8.773 16.159 9.277 0.3971
H 8.480 15.213 6.432 0.2903
H 7.287 15.093 7.714 0.5792
H 7.933 13.333 8.488 0.5326
H 7.982 12.768 6.168 0.4662
H 8.930 11.645 7.133 0.4742
H 9.812 13.911 5.265 0.3771
H 10.513 12.315 5.266 0.4842
H 11.847 12.643 7.026 0.0524
N 12.728 14.037 9.934 0.9299
C 13.873 13.309 9.479 -0.6302
C 15.102 13.906 9.345 -0.3606
C 16.162 13.183 8.785 -0.8642
C 15.983 11.846 8.531 -0.9951
C 14.737 11.197 8.786 -0.7995
C 13.686 11.956 9.187 0.3110
P 12.060 11.324 9.603 1.9470
C 11.812 9.727 8.836 0.2935
C 11.616 8.513 9.590 -0.7289
C 11.602 7.334 8.885 -0.6418
C 11.587 7.292 7.508 -0.7292
C 11.827 8.470 6.802 -0.8004
C 11.870 9.664 7.421 -0.3876
C 12.360 11.154 11.384 1.3774
C 11.318 10.697 12.172 -0.5465
C 11.532 10.432 13.515 -0.8485
C 12.757 10.679 14.132 -0.7816
C 13.790 11.248 13.379 -0.8269
C 13.538 11.485 12.026 -0.1264
H 12.925 15.038 10.000 -0.2160
H 12.623 13.813 11.003 0.4236
H 15.176 14.969 9.634 0.6145
H 17.071 13.613 8.550 0.5694
H 16.874 11.312 8.264 0.4849
H 14.550 10.123 8.632 0.5804
H 11.631 8.609 10.657 0.5614
H 11.437 6.408 9.375 0.4596
H 11.828 6.378 7.039 0.4438
H 11.818 8.461 5.738 0.4547
H 12.064 10.595 6.962 0.6231
H 10.276 10.500 11.915 0.4451
H 10.747 9.905 14.051 0.4891
H 12.991 10.462 15.172 0.4569
H 14.762 11.544 13.732 0.5404
H 14.491 11.673 11.480 0.0929
O 6.795 13.846 13.968 -0.4719
C 6.455 12.815 13.265 0.4491
O 5.449 12.222 13.442 -0.4873
C 7.406 12.484 12.158 0.1700
C 7.167 11.370 11.378 -0.5205
N 8.100 11.308 10.373 -0.2436
N 8.973 12.334 10.536 0.5149
C 8.604 13.036 11.624 -0.2202
C 9.239 14.382 11.782 0.4752
O 8.863 15.108 12.610 -0.5685
O 10.209 14.694 10.884 -0.1789
H 7.747 14.157 13.824 0.3886
H 6.402 10.575 11.523 0.5060
H 8.397 10.540 9.823 0.2116
Cl 15.307 18.415 11.328 -0.1050
C 13.590 18.716 11.109 -0.4076
Cl 12.740 17.160 10.791 -0.0627
H 13.538 19.272 10.247 0.2916
H 13.119 19.105 11.973 0.3481

Model 2:
80
Properties=species:S:1:pos:R:3:mulliken_charge:R:1 method="wB97M-V/def2-TZVPD" charge=+3 homo_energy_ev=-16.9 lumo_ha=-0.3659 orbital_gap_ev=6.959
Zr -0.219 -0.621 -0.984 -0.0303
C -0.309 1.613 -3.389 -0.5833
C -1.020 0.338 -3.859 -0.8026
N -0.520 -0.903 -3.207 -0.2572
C 0.704 -1.443 -3.885 -0.7720
C 1.987 -0.823 -3.385 -0.7891
N 1.979 -0.629 -1.922 -0.2077
C 2.635 0.651 -1.502 -0.4941
C 1.842 1.792 -2.098 -0.6701
N 0.382 1.494 -2.061 -0.5226
H -1.015 2.417 -3.358 0.4293
H 0.408 1.887 -4.160 0.5975
H -0.984 0.244 -4.945 0.5312
H -2.097 0.411 -3.599 0.3771
H -1.251 -1.607 -3.391 0.3140
H 0.579 -1.294 -4.955 0.6406
H 0.699 -2.521 -3.747 0.3764
H 2.187 0.132 -3.899 0.2947
H 2.806 -1.518 -3.660 0.5456
H 2.516 -1.359 -1.463 0.4510
H 3.704 0.672 -1.783 0.5231
H 2.501 0.694 -0.397 0.2230
H 2.149 1.948 -3.143 0.5587
H 2.102 2.734 -1.602 0.3978
H -0.020 2.180 -1.434 0.0807
N -2.141 0.707 -0.816 0.4310
C -2.208 1.926 0.008 0.1530
C -3.296 2.758 -0.191 -0.7921
C -3.500 3.843 0.641 -0.8830
C -2.603 4.102 1.663 -0.8207
C -1.473 3.327 1.813 -0.5486
C -1.265 2.206 0.989 -0.6190
P 0.135 1.087 1.204 3.1961
C 1.506 2.230 1.356 0.5606
C 2.555 1.937 2.242 -0.5166
C 3.646 2.782 2.322 -0.6809
C 3.710 3.958 1.600 -0.7584
C 2.642 4.271 0.772 -0.6667
C 1.572 3.392 0.636 -0.6858
C -0.001 0.110 2.692 0.6447
C 0.861 -0.985 2.848 -0.4122
C 0.922 -1.620 4.079 -0.9652
C -0.010 -1.306 5.047 -0.8273
C -0.845 -0.230 4.909 -0.6613
C -0.866 0.487 3.731 -0.8848
H -2.853 0.810 -1.554 0.4107
H -2.581 0.014 -0.212 0.4144
H -3.997 2.540 -0.955 0.5403
H -4.351 4.457 0.443 0.4999
H -2.744 4.948 2.343 0.4742
H -0.749 3.569 2.565 0.6767
H 2.553 1.031 2.846 0.3824
H 4.445 2.535 3.048 0.4411
H 4.585 4.621 1.705 0.4436
H 2.575 5.219 0.294 0.5230
H 0.747 3.675 -0.022 0.5647
H 1.563 -1.268 2.070 0.5444
H 1.622 -2.409 4.217 0.5386
H 0.001 -1.859 5.988 0.4581
H -1.480 0.062 5.734 0.4941
H -1.524 1.344 3.601 0.3797
O -0.389 -5.154 2.688 -0.5314
C 0.304 -5.545 1.633 0.3483
O 0.823 -6.608 1.559 -0.5014
C 0.455 -4.578 0.503 0.3023
C 1.305 -4.789 -0.578 -0.5125
N 1.228 -3.702 -1.377 -0.1809
N 0.331 -2.780 -0.883 0.2269
C -0.114 -3.346 0.277 -0.4634
C -1.161 -2.596 1.034 1.1187
O -1.649 -3.011 2.022 -0.6533
O -1.440 -1.437 0.462 -0.6024
H -0.955 -4.386 2.503 0.3845
H 1.955 -5.612 -0.831 0.5973
H 1.631 -3.559 -2.306 0.0076
Cl -3.696 -4.256 -0.664 -0.0888
C -4.361 -2.684 -0.773 -0.1065
Cl -3.558 -1.881 -2.146 -0.1290
H -4.208 -2.116 0.098 0.0553
H -5.398 -2.721 -1.050 0.4684

Least stable: model 1

Model 1:
16
Properties=species:S:1:pos:R:3:nbo_charge:R:1 method="wB97M-V/def2-TZVPD" charge=0 smiles="C=CC.CSS" homo_energy_ev=-8.2 lumo_ha=0.0205 orbital_gap_ev=8.733
C 0.444 0.799 -3.030 -0.6721
S -0.461 -0.088 -1.594 0.0384
S -0.552 1.409 -0.254 -0.1621
H 1.500 0.647 -2.874 0.2261
H 0.058 1.810 -2.998 0.2172
H 0.011 0.284 -3.882 0.2248
H -0.607 2.578 -0.985 0.1309
C -0.325 -0.672 3.093 -0.6676
C 0.931 -1.341 2.629 -0.1624
C 1.085 -1.815 1.387 -0.4154
H -0.456 0.408 3.050 0.2298
H -1.179 -0.993 2.467 0.2079
H -0.662 -0.863 4.112 0.2126
H 1.787 -1.296 3.293 0.1865
H 2.080 -1.848 0.973 0.2126
H 0.124 -1.845 0.885 0.1927

Model 2:
16
Properties=species:S:1:pos:R:3:nbo_charge:R:1 method="wB97M-V/def2-TZVPD" charge=0 smiles="C=CC.CSS" homo_energy_ev=-8.3 lumo_ha=0.0144 orbital_gap_ev=8.706
C 0.551 0.961 1.921 -0.7490
S -0.939 1.676 1.071 0.0772
S -2.213 0.028 1.328 -0.1486
H 1.243 0.560 1.152 0.2285
H 1.087 1.811 2.408 0.2329
H 0.269 0.285 2.758 0.2341
H -2.735 0.179 0.038 0.1425
C -0.268 -1.412 -0.560 -0.6715
C 0.036 -0.179 -1.423 -0.1464
C 1.283 0.044 -2.019 -0.4539
H -0.029 -1.133 0.475 0.2224
H 0.354 -2.318 -0.762 0.2189
H -1.315 -1.619 -0.577 0.2140
H -0.884 0.406 -1.636 0.1977
H 1.329 1.025 -2.589 0.1981
H 2.231 -0.312 -1.585 0.2032

Model 3:
16
Properties=species:S:1:pos:R:3:nbo_charge:R:1 method="wB97M-V/def2-TZVPD" charge=0 smiles=CCCSSC homo_energy_ev=-8.8 lumo_ha=0.0275 orbital_gap_ev=9.573
C 1.463 0.431 0.284 -0.4039
C 1.468 0.029 1.768 -0.6155
C 0.884 -0.678 -0.626 -0.5363
S -0.689 -1.454 -0.139 0.0952
S -1.832 0.208 0.311 0.0594
C -2.790 0.434 -1.237 -0.7394
H 0.984 1.367 0.007 0.2103
H 2.516 0.474 0.003 0.2047
H 0.524 0.034 2.306 0.2158
H 1.790 -1.017 1.750 0.2007
H 2.219 0.587 2.326 0.2100
H 0.882 -0.252 -1.632 0.2117
H 1.606 -1.500 -0.619 0.2147
H -2.760 -0.526 -1.740 0.2351
H -3.828 0.588 -0.940 0.2214
H -2.437 1.277 -1.820 0.2162

Model 4:
16
Properties=species:S:1:pos:R:3:nbo_charge:R:1 method="wB97M-V/def2-TZVPD" charge=0 smiles=C[C@H](S)CCS homo_energy_ev=-9.0 lumo_ha=0.0313 orbital_gap_ev=9.851
C 1.465 1.230 -0.379 -0.6214
C 1.027 -0.052 0.304 -0.3484
C -0.388 -0.663 0.319 -0.4178
C -1.552 0.312 0.107 -0.4849
H 1.432 1.089 -1.436 0.2048
H 0.970 2.155 -0.143 0.2089
H 2.491 1.500 -0.165 0.2248
H 1.336 0.245 1.342 0.2193
H 1.561 -1.897 -1.270 0.1239
H -0.586 -1.209 1.184 0.2186
H -0.447 -1.371 -0.534 0.2063
H -1.626 0.846 1.039 0.2105
H -1.409 1.104 -0.705 0.2296
H -3.376 -1.273 0.849 0.1274
S 2.189 -1.325 -0.169 -0.0300
S -3.086 -0.690 -0.342 -0.0717

Least stable: model 2